No. 1
Below is C18H26Ca2ClO19 as an isolated structure in a non-equilibrium geometry, with properties calculated with wB97M-V/def2-TZVPD.

Geometry as ORCA input:
```
! RIJCOSX wB97M-V def2-TZVPD def2/J DEFGRID3
* xyz 3 1
Ca -0.504 1.687 -0.225
Ca 1.561 -2.118 4.941
Cl -0.548 -0.494 1.942
O 0.090 -1.129 3.026
O 0.220 -0.538 0.784
O -1.785 -1.147 1.592
O -0.843 0.847 2.252
C -6.030 1.493 -0.359
C -5.782 0.411 0.745
O -4.536 0.730 1.348
C -4.036 1.739 0.691
O -3.092 2.365 1.107
O -4.802 2.032 -0.431
H -6.900 2.127 -0.186
H -6.205 1.054 -1.341
H -5.671 -0.536 0.216
H -6.509 0.440 1.556
C -2.437 4.654 3.845
C -1.118 3.764 4.004
O -0.065 4.457 3.336
C -0.603 5.623 2.655
O -0.004 6.406 1.936
O -1.946 5.655 3.073
H -2.830 5.223 4.688
H -3.194 4.142 3.252
H -1.348 2.973 3.289
H -1.120 3.318 4.998
C 0.336 -0.884 -5.859
C 0.343 -1.321 -4.401
C 1.720 -1.745 -3.940
O 2.038 -0.603 -3.029
C 1.034 0.169 -2.755
O 0.964 0.816 -1.730
O 0.037 -0.143 -3.649
H 1.215 -0.686 -6.473
H -0.316 -0.037 -6.073
H -0.034 -1.680 -6.506
H -0.488 -2.026 -4.385
H 2.350 -1.863 -4.822
H 1.726 -2.775 -3.584
C 0.299 -5.018 1.168
C -0.785 -4.887 0.123
C -0.641 -3.728 -0.748
O -0.652 -4.336 -2.013
C -0.819 -5.582 -1.897
O -0.862 -6.453 -2.712
O -0.689 -5.990 -0.637
H 1.319 -4.792 0.859
H 0.249 -6.017 1.599
H 0.287 -4.219 1.910
H -1.745 -5.041 0.614
H 0.264 -3.128 -0.658
H -1.476 -3.040 -0.614
C 6.411 2.135 1.160
C 5.254 1.884 0.191
C 4.855 0.500 0.201
O 3.504 0.539 0.688
C 2.989 1.761 0.639
O 1.745 2.001 0.831
O 4.047 2.603 0.477
H 7.201 1.389 1.062
H 6.047 1.956 2.171
H 6.730 3.171 1.047
H 5.491 2.101 -0.850
H 5.356 -0.344 0.676
H 4.734 0.132 -0.818
*
```

Calculated values
**HOMO level**: -16.31 eV
**E_tot**: -107355.1911 eV
**E_LUMO**: -12.1480 eV
**HOMO-LUMO gap**: 0.153 hartree
**Maximum force**: 6.96 eV/Å

No. 2
Below is C18H26ClN5O4SiY as an isolated structure, with properties calculated with wB97M-V/def2-TZVPD.

Geometry as ORCA input:
```
! RIJCOSX wB97M-V def2-TZVPD def2/J DEFGRID3
* xyz -1 1
Y -0.471 -0.267 -0.037
C -1.382 -0.825 3.790
C 0.078 -0.713 3.454
C 1.059 -1.003 4.381
C 2.392 -0.907 3.981
C 2.716 -0.538 2.699
C 1.680 -0.239 1.783
N 0.388 -0.323 2.212
N 1.825 0.105 0.479
Si 3.128 1.064 -0.090
C 4.784 0.173 -0.204
C 2.750 1.633 -1.836
C 3.346 2.581 0.986
H -1.622 -0.223 4.668
H -1.644 -1.860 4.014
H -1.999 -0.493 2.957
H 0.790 -1.304 5.384
H 3.182 -1.142 4.685
H 3.745 -0.499 2.372
H 4.672 -0.781 -0.726
H 5.225 -0.032 0.774
H 5.501 0.781 -0.764
H 2.713 0.791 -2.538
H 3.550 2.290 -2.188
H 1.819 2.205 -1.883
H 3.569 2.309 2.021
H 2.427 3.173 0.983
H 4.161 3.211 0.620
C -2.331 0.812 -3.088
C -0.915 1.328 -2.906
C -0.340 1.881 -4.192
O -0.129 0.179 -2.468
C -0.918 2.375 -1.764
O -1.006 3.560 -2.029
O -0.849 1.840 -0.592
H -2.352 0.039 -3.858
H -2.990 1.629 -3.379
H -2.726 0.398 -2.159
H -0.405 1.134 -4.986
H 0.703 2.178 -4.062
H -0.899 2.770 -4.477
H 0.806 0.407 -2.561
Cl -0.002 -3.368 0.810
C -0.108 -2.539 -0.864
H -0.867 -3.125 -1.386
H 0.857 -2.786 -1.313
N -3.291 -2.728 1.209
C -3.568 -1.596 0.505
O -2.636 -0.746 0.334
C -4.880 -1.374 0.048
C -5.206 -0.194 -0.669
N -5.488 0.757 -1.258
C -5.876 -2.357 0.267
N -6.683 -3.166 0.437
H -3.970 -3.471 1.187
H -2.317 -3.004 1.237
*
```

Calculated values
**HOMO level**: -5.53 eV
**Energy above the lowest of the compared OMol25 structures with the same formula, charge and spin**: 7.66 kcal/mol
**E_tot**: -56180.9165 eV
**E_LUMO**: 2.5216 eV
**HOMO-LUMO gap**: 0.296 hartree
**Maximum force**: 0.30 eV/Å

No. 3
Below is a 2-piece molecular cluster, C18H26F10N4O4S overall in a non-equilibrium geometry, with properties calculated with wB97M-V/def2-TZVPD.

Geometry as ORCA input:
```
! RIJCOSX wB97M-V def2-TZVPD def2/J DEFGRID3
* xyz 0 1
C -2.362 -3.977 1.872
C -2.700 -3.824 0.316
O -3.445 -2.642 -0.038
C -2.914 -1.454 0.579
C -3.093 -0.138 -0.359
C -1.796 0.749 -0.156
C -1.675 1.678 1.014
C -2.942 1.682 2.027
C -4.101 2.701 1.484
N -3.489 3.630 0.496
N -0.646 2.546 1.388
N 0.358 2.428 0.536
C 1.540 3.295 0.900
C 2.573 2.362 1.694
C 4.107 2.725 1.472
O 4.674 2.221 0.243
C 4.995 0.808 0.429
C 0.508 1.631 -0.583
N 1.768 1.674 -1.335
C -0.573 0.706 -1.085
S -0.492 -0.347 -2.577
O -1.768 -0.162 -3.372
O 0.626 0.066 -3.508
C -0.248 -2.138 -2.100
F -1.404 -2.820 -2.552
F -0.066 -2.226 -0.712
C 0.987 -2.856 -2.807
F 0.961 -2.747 -4.211
F 0.835 -4.245 -2.550
C 2.428 -2.411 -2.278
F 3.237 -2.217 -3.423
F 2.449 -1.199 -1.584
C 3.132 -3.492 -1.311
F 4.262 -2.826 -0.777
F 3.610 -4.600 -1.985
F 2.342 -3.807 -0.198
H -3.023 -3.373 2.566
H -2.488 -5.084 2.148
H -1.286 -3.663 2.082
H -3.363 -4.718 0.039
H -1.737 -3.966 -0.273
H -3.475 -1.331 1.575
H -1.812 -1.506 0.843
H -3.178 -0.533 -1.420
H -4.013 0.462 -0.083
H -3.356 0.642 2.198
H -2.644 2.092 3.054
H -4.457 3.310 2.384
H -4.946 2.069 1.040
H -4.033 4.503 0.540
H -3.590 3.262 -0.463
H 1.973 3.833 0.006
H 1.217 4.112 1.632
H 2.341 1.250 1.528
H 2.363 2.533 2.811
H 4.690 2.219 2.327
H 4.280 3.851 1.532
H 4.297 0.299 1.168
H 4.971 0.221 -0.540
H 6.037 0.786 0.895
H 2.548 1.290 -0.792
H 1.959 2.612 -1.698
F -0.956 4.056 -0.054
*
```

Calculated values
**HOMO level**: -8.22 eV
**E_tot**: -71237.2720 eV
**E_LUMO**: -1.4039 eV
**HOMO-LUMO gap**: 0.251 hartree
**Maximum force**: 7.97 eV/Å

No. 4
Below is C18H26N2O3 as an isolated structure in a non-equilibrium geometry, with properties calculated with wB97M-V/def2-TZVPD.

Geometry as ORCA input:
```
! RIJCOSX wB97M-V def2-TZVPD def2/J DEFGRID3
* xyz 0 1
C 0.764 0.135 -4.082
H -0.111 -0.263 -4.383
H 1.440 0.449 -4.930
H 0.565 1.170 -3.665
O 1.713 -0.531 -3.047
C 0.811 -1.176 -2.114
O -0.424 -1.198 -2.017
C 1.676 -1.699 -1.145
N 1.243 -1.200 0.127
C 1.056 0.156 0.332
O 1.367 0.877 -0.760
N 0.502 0.607 1.252
H 0.204 -0.040 2.161
C 0.016 1.992 1.558
C -1.304 2.196 1.556
C -2.107 1.671 0.427
C -3.402 1.826 0.499
C -4.179 2.161 1.505
C -3.582 2.690 2.607
C -2.218 2.388 2.703
C -1.355 2.835 3.966
C -0.168 1.998 4.006
C 0.643 2.529 2.797
H 1.653 2.015 2.914
H 0.845 3.843 2.594
H 0.410 2.563 5.038
H -0.049 1.032 4.302
H -2.158 2.573 4.749
H -1.345 3.750 4.103
H -4.112 2.793 3.590
H -5.294 2.389 1.334
H -3.851 1.707 -0.617
H -1.557 1.533 -0.463
H 0.629 2.450 0.795
H 0.515 -1.824 0.701
H 2.483 -1.455 -1.345
C 1.498 -3.155 -1.116
H 0.165 -3.695 -1.221
C 2.260 -4.082 -2.094
C 1.841 -3.900 -3.649
H 2.055 -2.840 -3.620
H 2.370 -4.676 -4.238
H 0.925 -4.082 -3.705
C 2.258 -5.656 -1.683
H 2.865 -6.140 -2.560
H 2.432 -5.695 -0.601
H 1.145 -5.902 -1.773
H 3.339 -3.750 -1.687
H 1.628 -3.530 -0.148
*
```

Calculated values
**HOMO level**: -8.91 eV
**Energy above the lowest of the compared OMol25 structures with the same formula, charge and spin**: 349.24 kcal/mol
**E_tot**: -28197.6625 eV
**E_LUMO**: 0.4818 eV
**HOMO-LUMO gap**: 0.345 hartree
**Maximum force**: 18.14 eV/Å

E_tot of number 4 (C18H26N2O3)?
-28197.6625 eV